1.
{"formula": "C8H11O7PSn", "method": "ωB97M-V/def2-TZVPD", "e_lumo_ha": -0.4245, "e_homo_ev": -16.4, "charge": 2, "total_energy_ev": -37901.5025, "orbital_gap_ev": 4.90, "species": ["H", "C", "C", "H", "Sn", "H", "H", "C", "O", "H", "O", "H", "O", "H", "C", "O", "C", "H", "P", "O", "C", "H", "H", "O", "O", "C", "C", "H"], "positions_angstrom": [[2.577, -2.882, 0.434], [-3.290, 1.023, -0.855], [0.217, -2.698, 0.624], [3.149, 0.824, 0.959], [-0.693, -1.272, 2.778], [1.847, -1.090, 0.661], [0.718, 0.661, 1.601], [-1.250, -1.144, -0.565], [3.283, 1.063, -0.020], [-0.569, -1.312, -1.503], [-1.767, 3.783, 0.969], [0.576, 2.591, 1.432], [1.251, 0.520, -1.893], [-2.192, -1.860, -0.717], [-2.098, 2.747, 0.192], [1.853, 3.063, -1.139], [-1.062, 1.477, 0.239], [1.617, -1.959, -1.021], [1.712, 1.580, -0.575], [-0.641, -1.508, 0.724], [0.446, 1.542, 0.880], [0.296, -3.263, 1.660], [2.080, 0.366, -2.446], [-3.261, 2.498, -0.677], [-4.393, 0.443, -1.336], [-1.839, 0.384, -0.406], [1.712, -2.149, 0.143], [-0.281, -3.429, -0.143]], "atomic_forces_ev_per_a": [[-1.7705, 1.4292, -0.7011], [-5.2510, -2.1560, -2.6851], [2.3188, -1.2123, -1.4482], [0.8342, 0.5178, -1.8707], [-0.3611, 0.5802, 0.0904], [-0.0347, -2.3189, -1.0209], [-0.6023, 1.3014, -0.9953], [-3.9108, 1.0799, -2.0010], [-4.1870, -0.2991, 1.3383], [-0.7343, 0.6956, 2.2109], [-3.0654, -6.6705, -5.6708], [-0.2696, -2.2416, -1.2457], [1.8145, 0.9276, 2.7056], [2.0398, 1.4623, 0.4102], [2.9129, 4.2213, 3.9384], [-1.1110, -6.0309, 2.6429], [-3.3443, -2.4311, -1.9471], [0.5706, -0.4607, 2.5418], [2.9704, 5.2100, -4.2648], [0.1535, -0.7252, -0.4445], [-1.3120, 0.5361, -0.4929], [-0.3555, 0.9965, -1.3926], [-1.2365, 0.4505, 0.7948], [3.2330, -2.7129, 2.4957], [8.3378, 3.8312, 3.5773], [2.5536, 2.6899, 1.8368], [-1.1408, 0.1400, -0.0677], [0.9475, 1.1895, 1.6651]], "nbo_charge": [0.296, 0.740, -0.164, 0.486, 1.822, 0.188, 0.150, -0.141, -0.900, 0.305, -0.447, 0.375, -0.981, 0.271, 0.742, -0.936, -0.040, 0.279, 2.139, -0.777, -0.805, 0.199, 0.540, -0.432, -0.426, -0.126, -0.646, 0.291]}


2.
{"formula": "C8H12", "method": "ωB97M-V/def2-TZVPD", "e_lumo_ha": 0.0368, "e_homo_ev": -8.7, "total_energy_ev": -8488.1859, "orbital_gap_ev": 9.71, "smiles": "C=C/C=C(\\C)C(=C)C", "species": ["H", "H", "H", "C", "C", "H", "C", "H", "H", "H", "C", "H", "C", "C", "H", "C", "C", "H", "H", "H"], "positions_angstrom": [[1.531, 2.583, -1.910], [-2.177, -2.675, 2.294], [-1.765, 0.325, -0.479], [0.720, 0.925, -0.992], [1.289, 2.132, -0.954], [2.167, 0.019, 0.907], [0.132, 0.331, 0.249], [-1.124, -2.800, 0.768], [0.967, 0.409, 2.231], [1.755, 2.640, -0.128], [-1.659, -2.180, 1.478], [1.067, -1.147, 1.565], [1.162, -0.092, 1.286], [-1.720, -0.857, 1.427], [-2.100, -0.246, 2.234], [0.279, 0.358, -2.318], [-1.134, -0.059, 0.321], [0.163, -0.731, -2.199], [-0.648, 0.728, -2.747], [1.096, 0.335, -3.035]], "atomic_forces_ev_per_a": [[0.0858, 0.0944, -0.0793], [0.2968, -0.1689, -0.0036], [-0.3447, -0.3935, 0.1030], [-1.8481, 1.7708, 0.3120], [1.1384, -0.4859, -0.9689], [0.2535, 0.4504, 0.2005], [1.6416, -1.5854, -0.0414], [-0.2139, 0.1737, -0.2161], [0.4474, 0.4165, 0.0729], [-0.5144, -0.0642, 0.6180], [-0.4896, 0.0767, 0.6839], [-0.1870, 0.0241, -0.3022], [-0.6821, -0.5135, 0.2706], [0.7377, 0.4893, -0.6516], [-0.6017, -0.3053, 0.2233], [0.6671, -1.8787, 0.1151], [0.0072, 0.5173, -0.3149], [-0.4587, 0.2257, 0.2002], [0.0622, 0.3015, 0.0728], [0.0025, 0.8552, -0.2943]], "nbo_charge": [0.186, 0.197, 0.208, -0.011, -0.373, 0.220, 0.001, 0.200, 0.222, 0.201, -0.383, 0.227, -0.660, -0.205, 0.205, -0.655, -0.245, 0.217, 0.225, 0.223]}